(1)
ORCA calculation (ωB97M-V/def2-TZVPD) on a molecular structure, C20H43OP3RuS.

Values from the calculation:
orbital gap (spin up / spin down) = 0.2007 / 0.1077 Eh
expectation value of S² = 8.7960
E_LUMO (spin up / spin down) = -9.39 / -13.72 eV
spin multiplicity = 6
net charge = +3

Positions of all 69 atoms, in Å:
Ru -0.38 -0.24 -0.28
P -0.80 -1.88 1.18
P 1.78 -0.87 -0.50
P -1.32 -1.17 -2.07
H 1.62 1.18 1.67
C 0.72 1.62 1.19
C -0.57 1.45 1.74
H -0.67 0.90 2.68
C -0.15 -1.74 2.86
C -0.33 -3.60 0.81
C -2.61 -2.03 1.31
C 2.85 0.46 -1.13
C 2.70 -1.48 0.94
C 2.03 -2.16 -1.75
C -3.02 -0.47 -2.13
C -1.49 -2.95 -2.35
C -0.67 -0.56 -3.66
H 0.90 2.47 0.51
H -1.42 2.07 1.41
H -0.12 -0.71 3.21
H 0.88 -2.11 2.93
H -0.77 -2.34 3.54
H 0.72 -3.80 0.98
H -0.56 -3.89 -0.22
H -0.91 -4.25 1.47
H -3.05 -1.03 1.33
H -2.88 -2.55 2.23
H -3.03 -2.58 0.46
H 3.82 0.01 -1.39
H 2.98 1.23 -0.37
H 2.39 0.89 -2.03
H 3.73 -1.67 0.61
H 2.27 -2.41 1.33
H 2.74 -0.71 1.74
H 3.11 -2.35 -1.80
H 1.68 -1.80 -2.72
H 1.52 -3.09 -1.48
H -3.07 0.24 -2.97
H -3.28 0.08 -1.21
H -3.75 -1.26 -2.30
H -1.99 -3.14 -3.30
H -2.05 -3.46 -1.56
H -0.50 -3.41 -2.41
H -1.39 0.12 -4.14
H -0.50 -1.41 -4.33
H 0.28 -0.02 -3.51
C -1.38 3.39 -2.35
C -0.84 3.95 -3.54
C -1.46 5.03 -4.15
C -2.63 5.59 -3.58
C -3.14 5.07 -2.38
C -2.53 3.98 -1.76
S -0.35 2.24 -1.58
H -1.29 1.14 -0.77
H 0.09 3.55 -3.96
H -1.01 5.44 -5.07
H -3.11 6.44 -4.07
H -4.01 5.52 -1.90
H -2.91 3.58 -0.83
C 3.52 -1.04 4.78
C 2.72 0.17 4.39
C 1.86 0.84 5.42
O 2.79 0.59 3.22
H 3.40 -1.35 5.82
H 4.58 -0.81 4.59
H 3.24 -1.88 4.13
H 1.30 1.66 4.96
H 1.17 0.12 5.88
H 2.53 1.23 6.20

(2)
ORCA calculation (ωB97M-V/def2-TZVPD) on a molecular structure, C41H37GeN6O4SbSe5Zr.

Values from the calculation:
orbital gap = 0.2090 Eh
E_LUMO = 3.88 eV
net charge = -2

Positions of all 96 atoms, in Å:
Zr -0.46 -0.89 -0.97
Se -2.12 1.17 4.79
Sb 0.12 0.73 4.08
Se -0.49 0.56 1.38
Se 0.88 2.20 0.36
Se 0.18 -1.60 5.19
N -2.10 -1.99 2.25
C -2.42 -3.25 1.59
C -3.50 -3.10 0.52
C -2.98 -2.63 -0.83
O -3.42 -4.10 -2.32
O -2.37 -1.42 -0.76
H -1.37 -2.13 2.94
H -2.90 -1.60 2.73
H -2.74 -4.03 2.30
H -1.49 -3.60 1.13
H -4.24 -2.36 0.85
H -4.03 -4.05 0.38
C -5.09 2.43 -2.23
C -4.15 2.41 -3.25
C -2.86 1.96 -3.03
C -2.47 1.49 -1.76
C -3.43 1.53 -0.72
C -4.70 1.99 -0.97
N -1.21 1.02 -1.50
N -0.45 0.62 -2.62
C 0.85 1.12 -2.54
C 1.63 0.95 -3.71
C 2.95 1.32 -3.79
C 3.59 1.87 -2.67
C 2.86 2.01 -1.51
C 1.51 1.67 -1.40
H -6.10 2.79 -2.41
H -4.42 2.76 -4.25
H -2.13 1.94 -3.82
H -3.14 1.18 0.26
H -5.42 2.01 -0.15
H 1.12 0.53 -4.56
H 3.49 1.19 -4.72
H 4.63 2.17 -2.71
H 3.36 2.39 -0.62
Se 2.11 -2.85 4.31
N 3.49 -1.75 4.21
C 3.46 -1.29 2.93
C 4.33 -0.37 2.39
C 4.29 -0.10 1.01
C 3.37 -0.72 0.22
N 2.46 -1.60 0.74
C 2.49 -1.93 2.05
N 1.73 -2.89 2.58
H 5.06 0.11 3.03
H 4.97 0.61 0.56
H 3.27 -0.54 -0.84
O 0.29 -2.47 0.21
C 1.56 -2.37 -0.26
O 1.49 -1.62 -1.42
C 2.28 -3.71 -0.43
C 1.45 -4.77 -1.12
Ge 0.46 -4.30 -2.73
C 1.58 -3.74 -4.25
C 1.74 -4.61 -5.33
C 2.55 -4.27 -6.41
C 3.20 -3.04 -6.43
C 3.04 -2.17 -5.36
C 2.24 -2.51 -4.28
C -0.33 -6.03 -3.32
C 0.27 -7.25 -3.03
C -0.27 -8.45 -3.48
C -1.45 -8.44 -4.22
C -2.07 -7.24 -4.51
C -1.52 -6.04 -4.06
C -1.14 -3.22 -2.54
C -2.20 -3.75 -1.60
C -4.01 -2.82 -1.99
C -3.84 -1.80 -3.07
C -2.69 -1.56 -3.69
C -1.41 -2.26 -3.45
H 2.55 -4.06 0.57
H 3.20 -3.50 -0.98
H 0.72 -5.19 -0.43
H 2.11 -5.60 -1.43
H 1.23 -5.57 -5.34
H 2.66 -4.96 -7.24
H 3.82 -2.77 -7.27
H 3.54 -1.21 -5.36
H 2.14 -1.83 -3.44
H 1.19 -7.28 -2.45
H 0.22 -9.39 -3.25
H -1.88 -9.37 -4.57
H -2.99 -7.22 -5.08
H -2.03 -5.11 -4.27
H -1.84 -4.59 -1.01
H -5.06 -2.95 -1.70
H -4.69 -1.16 -3.29
H -2.64 -0.75 -4.41
H -0.61 -1.97 -4.12

(3)
ORCA calculation (ωB97M-V/def2-TZVPD) on a molecular structure, C28H34BrF7N3O4PdS2Sb.

Values from the calculation:
orbital gap (spin up / spin down) = 0.3132 / 0.2497 Eh
expectation value of S² = 6.0762
E_LUMO (spin up / spin down) = -5.16 / -7.99 eV
spin multiplicity = 5
net charge = +2

Positions of all 81 atoms, in Å:
Pd -1.61 -0.11 0.25
C 2.98 1.51 2.70
C 2.82 0.01 2.47
C 1.36 -0.42 2.57
C 3.44 -0.52 1.19
C 4.32 -1.56 1.27
C 4.87 -2.16 0.13
C 4.53 -1.71 -1.15
C 3.65 -0.67 -1.33
C 3.28 -0.20 -2.72
C 3.26 -1.36 -3.72
C 4.26 0.87 -3.22
C 3.11 -0.04 -0.14
N 2.17 0.90 -0.29
C 2.14 2.19 -0.54
C 3.31 3.01 -0.40
C 3.27 4.35 -0.67
C 2.07 4.95 -1.07
C 0.90 4.20 -1.18
C 0.93 2.86 -0.90
F -0.24 2.20 -0.93
H 2.76 1.73 3.75
H 2.29 2.10 2.10
H 4.00 1.85 2.51
H 3.37 -0.50 3.27
H 0.78 0.04 1.77
H 0.94 -0.08 3.52
H 1.25 -1.50 2.50
H 4.61 -1.94 2.25
H 5.55 -2.99 0.24
H 4.95 -2.21 -2.01
H 2.28 0.22 -2.67
H 4.27 -1.66 -4.00
H 2.76 -1.03 -4.63
H 2.72 -2.22 -3.33
H 5.27 0.44 -3.30
H 4.32 1.74 -2.58
H 3.96 1.20 -4.21
H 4.23 2.53 -0.08
H 4.17 4.94 -0.57
H 2.05 6.01 -1.29
H -0.03 4.66 -1.46
C -5.52 -0.72 -0.18
Sb -4.15 0.88 -0.13
C -4.86 1.90 1.59
C -4.56 2.25 -1.69
H -6.50 -0.33 0.08
H -5.21 -1.46 0.56
H -5.53 -1.17 -1.17
H -5.90 2.15 1.40
H -4.30 2.81 1.79
H -4.82 1.23 2.45
H -5.64 2.30 -1.83
H -4.08 1.90 -2.60
H -4.18 3.23 -1.40
Br -1.31 2.22 2.17
C -2.02 0.73 3.09
C -2.32 0.78 4.43
C -2.83 -0.37 5.02
C -3.00 -1.51 4.24
C -2.66 -1.47 2.90
N -2.18 -0.35 2.34
H -2.17 1.69 5.00
H -3.09 -0.37 6.07
H -3.39 -2.42 4.67
H -2.76 -2.33 2.26
F -2.91 -1.92 -4.73
C -2.19 -2.46 -3.77
F -0.96 -2.65 -4.19
F -2.73 -3.60 -3.38
S -2.24 -1.25 -2.33
O -1.05 -0.43 -2.32
O -3.51 -0.59 -2.50
N -2.31 -2.06 -0.93
S -1.08 -3.04 -0.52
O -0.48 -2.51 0.68
O -0.25 -3.41 -1.62
C -2.00 -4.55 0.01
F -1.13 -5.43 0.46
F -2.68 -5.05 -1.00
F -2.85 -4.23 0.99

(4)
ORCA calculation (ωB97M-V/def2-TZVPD) on 2 unconnected molecules or ions with the total composition C10H16S.

Values from the calculation:
SMILES string = Cc1ccccc1.CCSC
orbital gap = 0.3380 Eh
E_LUMO = 0.79 eV

Positions of all 27 atoms, in Å:
C 0.59 2.74 2.20
C 0.90 1.52 3.08
C -2.21 1.80 2.68
S -1.11 2.72 1.52
H 0.65 3.63 2.81
H 1.21 2.80 1.31
H 0.72 1.75 4.14
H 1.93 1.17 3.11
H -1.90 2.17 3.65
H -3.20 2.17 2.42
H -2.22 0.72 2.56
H 0.31 0.67 2.75
C -1.74 -1.93 -1.33
C 2.18 -1.26 -2.98
C 1.77 -2.52 -2.52
C 1.29 -0.19 -2.88
C 0.51 -2.84 -2.08
C 0.00 -0.51 -2.42
C -0.42 -1.77 -2.00
H 3.24 -1.21 -3.18
H 2.58 -3.24 -2.43
H 1.58 0.83 -3.07
H 0.11 -3.79 -1.77
H -0.68 0.32 -2.25
H -1.58 -1.84 -0.24
H -2.22 -2.88 -1.52
H -2.33 -1.05 -1.58

no.,electronic energy (eV),largest force on an atom (eV/A)
1,-64736.7113,3.3
2,-451318.1093,0.8
3,-162982.6638,0.6
4,-21463.9971,2.4